Formula: C12H30Cd2N2O8
Source: the OMol25 dataset
Level of theory: wB97M-V/def2-TZVPD

Values from the calculation:
frontier orbital gap: 2.403 eV
energy relative to the best compared isomer or geometry (same formula, charge and spin): 278.2 kcal per mole
charge: 0
LUMO energy: -5.06 eV
E_tot: -1521.57430 Eh

Last column: Löwdin charge in e.
CARTESIAN COORDINATES (ANGSTROEM)
Cd (13.2416, -13.9318, 20.0698)  1.2521
Cd (13.8029, -18.0161, 21.2228)  1.4103
C (14.6379, -14.4130, 25.9284)  -0.0280
C (14.3336, -14.7304, 24.4794)  -0.7317
O (13.8803, -13.9005, 23.6424)  -0.1067
O (14.5710, -15.9326, 24.1049)  -0.1388
H (15.0596, -13.4112, 26.0098)  0.0680
H (15.3548, -15.0253, 26.4755)  0.0756
H (13.7022, -14.2734, 26.4697)  0.0756
C (13.6630, -21.0935, 16.2765)  -0.0364
C (12.7371, -20.6014, 17.3259)  -0.7647
O (11.4826, -20.7442, 17.1979)  0.0055
O (13.2021, -19.9964, 18.3031)  -0.0616
H (13.1533, -21.1162, 15.3133)  0.0744
H (14.2051, -22.0018, 16.5399)  0.0782
H (14.4753, -20.4461, 15.9458)  0.0691
O (15.3593, -15.9918, 19.5454)  -0.5612
H (15.9182, -16.1119, 18.7531)  -0.0837
O (11.5671, -16.3078, 20.8664)  -0.5425
H (11.1720, -16.1866, 21.7517)  -0.0909
C (10.6328, -19.7038, 25.1033)  -0.0707
C (11.7037, -20.6431, 24.5982)  -0.4703
C (11.2390, -22.0562, 24.9236)  -0.2739
O (12.2149, -22.9192, 24.5078)  -0.1667
C (11.7754, -24.3440, 24.4374)  -0.0453
N (11.7574, -20.4552, 23.2015)  0.0391
H (10.8794, -19.0224, 25.9175)  0.0786
H (9.6217, -20.1036, 25.1808)  0.0850
H (10.5654, -18.8767, 24.3965)  0.0708
H (12.6581, -20.3649, 25.0451)  0.1483
H (10.2938, -22.2468, 24.4154)  0.1212
H (10.8807, -22.2316, 25.9380)  0.1328
H (12.4792, -25.0261, 23.9605)  0.0868
H (10.7640, -24.4494, 24.0449)  0.0789
H (11.5112, -24.8588, 25.3612)  0.0761
H (10.8044, -20.6781, 22.9523)  0.0837
H (12.1119, -21.3903, 23.0599)  0.0631
C (2.4206, -18.0576, 21.9596)  -0.0631
C (3.7346, -17.3540, 21.6602)  -0.4829
C (4.7757, -17.5124, 22.7555)  -0.2395
O (6.0486, -17.0404, 22.4982)  -0.1650
C (6.5382, -16.1218, 23.4541)  -0.1171
N (4.2683, -17.8479, 20.4374)  0.0527
H (2.4618, -19.1176, 21.7092)  0.0788
H (1.6712, -17.6665, 21.2714)  0.0798
H (2.1266, -17.9829, 23.0066)  0.0795
H (3.5509, -16.2966, 21.4696)  0.1405
H (4.8996, -18.5527, 23.0566)  0.1291
H (4.5627, -17.1317, 23.7544)  0.1144
H (5.8151, -15.3155, 23.5774)  0.0763
H (7.3471, -15.4726, 23.1188)  0.0886
H (6.5724, -16.4489, 24.4933)  0.0864
H (3.4056, -17.7503, 19.9213)  0.0697
H (4.2925, -18.8061, 20.7558)  0.0714